Entry 1:
The following is a DFT calculation (ωB97M-V/def2-TZVPD) of a molecular structure, C43H106BaCuN7O17 at a distorted geometry.

Structure (XYZ):
```
175
Properties=species:S:1:pos:R:3:mulliken_charge:R:1
Cu 2.3033 0.8276 2.8121 -0.145
Ba 4.2373 2.2590 0.3342 1.773
O 0.8292 0.8602 -0.4827 -0.463
C 1.3968 0.9501 0.6913 2.694
O 0.6800 0.8062 1.6943 -0.416
O 2.5652 1.3524 0.7886 -1.476
H -0.0466 0.7661 -0.1009 -0.849
C -1.9333 -0.4502 1.0606 0.140
O -2.6472 0.6463 0.5830 -0.026
C -3.7480 0.3181 -0.2474 -1.671
C -4.1915 1.5573 -0.9769 0.711
N -5.5472 1.3836 -1.5093 -0.377
C -5.9055 2.5734 -2.3291 -0.509
C -7.2199 2.4203 -2.9664 -0.584
O -7.4189 3.5693 -3.8857 -0.296
C -8.5851 3.4958 -4.6556 -0.735
H -1.6804 -1.2294 0.3417 0.740
H -2.4968 -0.9557 1.8448 0.768
H -0.9592 -0.1393 1.4383 -1.237
H -4.6169 -0.0577 0.2929 0.585
H -3.4021 -0.4419 -0.9480 0.628
H -3.4782 1.8020 -1.7638 -0.599
H -4.1124 2.4436 -0.3473 -0.468
H -6.2372 1.4252 -0.7729 0.372
H -5.0664 2.7957 -2.9883 0.313
H -5.8744 3.4959 -1.7493 0.179
H -8.0067 2.4009 -2.2123 0.360
H -7.3447 1.4682 -3.4820 0.429
H -8.7061 2.5109 -5.1066 0.307
H -8.6544 4.2258 -5.4622 0.259
H -9.4911 3.6238 -4.0633 0.300
C -0.2486 0.8740 -2.6460 -1.409
O 0.3243 -0.3129 -3.1847 -0.587
C 1.0332 -0.0239 -4.3783 -1.551
C 1.5575 -1.2940 -5.1598 -2.504
N 2.7227 -1.9240 -4.5720 -0.175
C 2.6091 -2.1484 -3.1381 -0.074
C 3.3906 -3.3856 -2.6284 -0.758
O 4.7599 -3.0348 -2.4435 -0.359
C 5.5781 -4.0443 -1.7684 -0.904
H 0.5182 1.6299 -2.4765 -0.107
H -0.7191 0.5890 -1.7050 0.339
H -1.0388 1.2908 -3.2705 3.061
H 1.7946 0.7520 -4.2983 0.690
H 0.2831 0.4149 -5.0363 1.824
H 1.8721 -1.0295 -6.1693 0.580
H 0.6674 -1.9064 -5.3034 0.375
H 3.5588 -1.4572 -4.8930 0.290
H 1.5813 -2.4212 -2.8985 0.908
H 2.7350 -1.2456 -2.5404 -1.165
H 3.2919 -4.2627 -3.2681 0.675
H 2.8837 -3.6611 -1.7036 0.074
H 6.5972 -3.6853 -1.6251 0.280
H 5.5751 -4.9638 -2.3537 0.322
H 5.1177 -4.3507 -0.8291 0.360
C -0.3651 0.1118 -7.4692 -0.850
O -0.3927 1.3346 -6.7383 -0.387
C 0.8571 2.0335 -6.8615 -0.315
C 0.7424 3.1432 -5.8487 -1.120
N 0.6314 2.6364 -4.4473 0.465
C 0.2125 3.7031 -3.5901 -1.586
C -0.2238 3.1618 -2.2139 -0.001
O -1.4016 2.3319 -2.3761 -0.472
C -1.9659 1.8773 -1.1570 -1.682
H 0.4402 -0.5169 -7.0893 0.243
H -0.3870 0.3208 -8.5388 0.386
H -1.2903 -0.4216 -7.2512 0.266
H 1.0384 2.4195 -7.8647 0.625
H 1.7464 1.4237 -6.7024 0.105
H -0.0618 3.8291 -6.1154 0.445
H 1.6676 3.6999 -5.9977 0.440
H -0.1099 1.9556 -4.5312 0.034
H -0.6551 4.2226 -3.9968 0.808
H 1.0187 4.4239 -3.4537 0.269
H -0.5878 3.9779 -1.5898 1.115
H 0.5886 2.6747 -1.6746 0.239
H -2.7215 1.1012 -1.2790 0.501
H -2.4997 2.7226 -0.7228 1.291
H -1.2121 1.6434 -0.4053 -0.469
C 2.7758 4.9373 -1.8558 -1.002
O 2.6264 3.5463 -1.5785 -0.281
C 2.5450 2.6952 -2.7187 -0.161
C 2.7730 1.2523 -2.2220 0.544
N 4.0637 0.9166 -1.5861 -0.284
C 4.3043 -0.5282 -1.3427 0.119
C 5.4206 -0.7333 -0.2778 -1.257
O 5.1572 -0.0635 0.9563 -0.303
C 6.1408 -0.3641 1.9317 -0.969
H 2.8789 5.4514 -0.9002 0.338
H 1.9892 5.3418 -2.4928 0.357
H 3.6814 5.0560 -2.4507 0.439
H 3.3159 3.0387 -3.4084 1.165
H 1.5762 2.8749 -3.1850 -1.422
H 2.6385 0.4968 -2.9961 -0.370
H 1.9672 0.9765 -1.5417 0.197
H 4.7666 1.3263 -2.1845 0.472
H 4.6474 -0.9676 -2.2793 0.765
H 3.3846 -1.0333 -1.0474 -0.089
H 6.3904 -0.4222 -0.6662 0.648
H 5.4853 -1.8125 -0.1390 0.571
H 6.1302 0.4435 2.6637 0.337
H 7.1498 -0.4865 1.5380 0.372
H 5.9842 -1.2798 2.5018 0.289
C -1.2550 -0.7048 2.3728 0.247
O -0.4592 -1.6023 3.1872 -0.302
C -0.9961 -2.8842 3.4308 -0.827
C 0.0534 -3.7709 4.0881 -0.170
N 0.4348 -3.1840 5.3642 -0.240
C 1.5980 -3.8503 5.9266 -0.509
C 1.9626 -3.3304 7.3137 -0.839
O 2.5702 -2.0335 7.2123 -0.232
C 2.9329 -1.2565 8.3422 -0.763
H -1.1995 -1.1035 1.3599 -1.089
H -0.9094 0.3262 2.4479 0.650
H -2.3148 -0.7064 2.6276 0.421
H -1.4257 -3.3496 2.5437 0.434
H -1.7376 -2.7408 4.2168 0.396
H 0.9507 -3.7987 3.4699 0.733
H -0.3381 -4.7798 4.2177 -0.611
H 0.5873 -2.1898 5.2722 0.303
H 2.4880 -3.7184 5.3113 0.289
H 1.4581 -4.9245 6.0476 0.304
H 2.6850 -4.0102 7.7655 0.454
H 1.1001 -3.3067 7.9797 0.363
H 2.1768 -1.0590 9.1021 0.310
H 3.2418 -0.2912 7.9410 0.197
H 3.7653 -1.7098 8.8806 0.300
C -0.8533 5.0819 6.9476 -0.753
O -1.6539 4.9855 5.7711 -0.297
C -2.8102 4.2070 6.0406 -0.703
C -3.7336 4.2624 4.7845 -0.700
N -3.2409 3.3567 3.7427 -0.205
C -3.9835 3.5616 2.4909 -1.443
C -3.1979 2.9062 1.3175 0.539
O -1.9182 3.6023 1.1697 -0.514
C -0.8099 2.9092 0.5330 1.231
H -0.0498 5.7960 6.7672 0.239
H -0.3807 4.1340 7.2047 0.287
H -1.4463 5.4624 7.7793 0.316
H -3.3827 4.5857 6.8873 0.519
H -2.4626 3.1874 6.2070 0.324
H -3.7014 5.2856 4.4102 0.363
H -4.7656 4.0986 5.0946 0.459
H -2.3186 3.6133 3.4206 0.191
H -4.1561 4.6276 2.3430 0.524
H -4.9779 3.1344 2.6202 0.455
H -3.8395 3.1021 0.4584 0.626
H -3.0368 1.8447 1.5054 0.178
H -0.5372 2.0133 1.0907 0.000
H 0.0998 3.5096 0.5152 0.134
H -1.1217 2.8139 -0.5071 -1.667
C 0.9737 -1.3326 -1.0358 0.191
O 0.2091 -2.4848 -0.4686 -0.575
C 0.8837 -3.0331 0.6146 0.508
C 0.0321 -4.3315 0.9585 -1.670
N 0.4216 -4.8669 2.2442 -0.116
C -0.6063 -5.7062 2.8871 -0.297
C -0.6039 -7.1373 2.3091 -1.130
O 0.6168 -7.8466 2.6211 -0.341
C 0.6533 -9.2012 2.0662 -0.761
H 0.3298 -0.9316 -1.8185 0.305
H 1.9948 -1.5423 -1.3545 -0.276
H 1.0601 -0.4836 -0.3577 0.408
H 0.9350 -2.2274 1.3470 -0.430
H 1.8846 -3.3839 0.3631 0.464
H 0.1305 -5.1331 0.2264 0.517
H -1.0119 -4.0184 0.9599 0.416
H 1.2385 -5.4577 2.1830 0.425
H -1.5684 -5.1998 2.9638 0.423
H -0.4054 -5.9079 3.9393 0.396
H -0.8208 -7.1984 1.2426 0.494
H -1.4216 -7.6228 2.8418 0.545
H 0.7623 -9.1925 0.9817 0.288
H -0.2363 -9.6907 2.4627 0.332
H 1.5093 -9.7477 2.4622 0.243
```

Summary:
- HOMO level: -10.50 eV
- Total charge: +2
- LUMO energy: -6.91 eV
- Energy relative to the best compared isomer or geometry (same formula, charge and spin): 1206.35 kcal per mole
- Max |F|: 18.47 eV/Å

Entry 2:
The following is a DFT calculation (ωB97M-V/def2-TZVPD) of C8H10Br2S in the gas phase at a distorted geometry.

Structure (XYZ):
```
21
Properties=species:S:1:pos:R:3:mulliken_charge:R:1
C -1.2251 -0.2825 0.0419 0.334
C -2.1116 -1.2453 0.3051 0.050
C 0.1368 -0.8637 0.1971 -0.340
C 0.6457 -1.0088 1.6220 0.072
C 0.1273 -2.2360 0.8714 0.061
C 2.0969 -0.4995 1.8295 -1.384
C -2.2916 0.5840 -1.9764 -0.933
C -1.5646 0.9570 -0.7605 -0.846
S -1.6120 -2.6556 1.1367 -0.170
Br -4.0431 -0.9130 0.3467 -0.192
Br 1.2458 -3.8961 0.6155 -0.166
H 0.9232 -0.5372 -0.4968 0.625
H 0.0425 -0.5449 2.4920 0.263
H 2.2707 0.3645 1.1517 0.331
H 2.7795 -1.1800 1.4115 0.374
H 2.3222 -0.3041 2.8945 0.347
H -2.0082 -0.4122 -2.4444 0.299
H -2.2437 1.3948 -2.7994 0.305
H -3.3461 0.4040 -1.6578 0.267
H -2.1621 1.6132 -0.1353 0.320
H -0.6118 1.4407 -0.9627 0.382
```

Summary:
- HOMO level: -8.24 eV
- SMILES string: CCC1=C(Br)S[C@]2(Br)[C@@H](C)[C@H]12
- Total charge: 0
- LUMO energy: 0.35 eV
- Energy relative to the best compared isomer or geometry (same formula, charge and spin): 53.92 kcal per mole
- Max |F|: 3.56 eV/Å

Entry 3:
The following is a DFT calculation (ωB97M-V/def2-TZVPD) of a molecular structure, C5H7NO.

Structure (XYZ):
```
14
Properties=species:S:1:pos:R:3:mulliken_charge:R:1
O 1.5994 -0.6463 -1.0867 -0.531
C 1.0978 -0.2024 0.1465 -0.021
C 0.3913 1.1309 0.2538 -0.262
C -1.0326 0.9358 -0.1185 -0.135
C -1.2420 -0.5092 -0.5193 -0.758
C -0.2436 -0.7777 0.6106 -0.180
N -0.5764 0.5830 1.2517 -0.634
H 2.5526 -0.7547 -1.0149 0.331
H 1.8378 -0.2905 0.9510 0.400
H 0.8271 2.1181 0.3783 0.389
H -1.6959 1.7802 -0.2844 0.392
H -0.9808 -0.8322 -1.5313 0.257
H -2.2454 -0.8471 -0.2460 0.297
H -0.2894 -1.6878 1.2093 0.456
```

Summary:
- HOMO level: -9.59 eV
- Total charge: 0
- LUMO energy: 0.77 eV
- Energy relative to the best compared isomer or geometry (same formula, charge and spin): 67.08 kcal per mole
- Max |F|: 0.50 eV/Å

- The highest total charge belongs to which entry?
  C43H106BaCuN7O17